Molecular formula: C36H33BMnN6
Method: DFT, ωB97M-V with the def2-TZVPD basis set

XYZ file:
```
77
Properties=species:S:1:pos:R:3:mulliken_charge:R:1
Mn -0.02 -0.17 -0.19 -0.359
N 2.71 0.56 0.53 0.006
N 2.03 -0.26 -0.32 0.980
N 1.00 2.41 0.63 0.624
N 1.01 0.59 2.40 0.865
N 0.20 -0.35 1.85 0.194
N 0.16 1.87 -0.29 0.441
C -3.87 -1.08 -1.29 -0.884
C 1.76 1.35 4.66 -1.429
C 1.78 4.66 1.39 -1.397
C 2.50 -1.96 -2.01 0.673
C -4.18 0.36 0.62 -0.834
C 0.97 3.75 0.52 0.970
C 4.21 -0.59 -0.61 -1.720
C 5.05 1.14 1.15 -1.357
C -2.49 -0.93 -1.17 0.097
C -2.26 -2.52 3.40 -0.762
C 4.03 0.38 0.37 0.974
C -3.12 -3.56 3.11 -0.746
C -1.26 2.58 -2.14 0.381
C -0.99 1.51 -2.99 0.161
C -2.81 0.52 0.74 -0.382
C -1.98 -0.14 -0.15 1.506
C 3.05 -3.65 -3.65 -0.784
C -1.89 -4.03 1.10 -0.612
C 0.13 -0.58 4.05 -1.299
C -2.37 3.38 -2.38 -0.652
C -1.02 -2.99 1.40 0.038
C 2.93 -0.96 -1.01 -0.014
C -0.31 -1.09 2.83 -0.336
C 1.71 -3.87 -3.91 -0.519
C 1.16 -2.19 -2.29 1.395
C -2.94 -4.31 1.95 -0.506
C 0.10 4.08 -0.51 -1.275
C -4.71 -0.43 -0.40 -0.621
C -3.21 3.09 -3.44 -0.755
C -0.36 2.86 -1.01 -0.480
C -2.95 2.01 -4.27 -0.493
C 3.44 -2.70 -2.71 -0.896
C 0.75 -3.13 -3.22 -1.160
C -1.83 1.22 -4.05 -0.699
C -1.21 -2.22 2.54 0.537
C 0.98 0.46 3.74 0.873
B 1.90 1.49 1.50 -1.030
H -5.78 -0.54 -0.49 0.447
H 4.96 2.21 0.98 0.258
H 1.60 4.46 2.44 0.259
H -0.15 -2.82 0.77 0.466
H 2.64 2.14 2.17 -0.047
H 2.85 4.54 1.21 0.259
H -1.61 0.39 -4.71 0.461
H 4.50 -2.55 -2.52 0.394
H -0.07 0.93 -2.86 0.476
H -4.84 0.87 1.31 0.477
H -2.58 4.21 -1.73 0.459
H 1.40 -4.60 -4.64 0.429
H 6.04 0.82 0.85 0.388
H 1.57 2.40 4.45 0.253
H -0.30 -3.29 -3.42 0.495
H 4.94 0.95 2.22 0.259
H -0.08 -0.97 5.04 0.579
H 0.36 -1.64 -1.79 -0.444
H 1.52 5.69 1.18 0.399
H -0.11 5.07 -0.88 0.567
H 3.80 -4.22 -4.18 0.413
H 5.16 -0.96 -0.97 0.542
H -2.39 1.13 1.53 0.453
H -3.61 1.79 -5.10 0.423
H -1.85 -1.45 -1.88 0.288
H 2.84 1.18 4.56 0.252
H -3.62 -5.12 1.72 0.420
H -1.72 -4.63 0.22 0.463
H -4.28 -1.69 -2.08 0.516
H -4.08 3.71 -3.62 0.426
H -3.94 -3.78 3.78 0.416
H 1.48 1.14 5.69 0.407
H -2.41 -1.92 4.30 0.434
```

<S²> ... 6.226
Spin multiplicity ... 5
DFT total energy ... -2895.95466 hartree
E_HOMO (spin up / spin down) ... -11.2 / -11.2 eV
Total charge ... +1
Energy above the lowest of the compared OMol25 structures with the same formula, charge and spin ... 0.00 kJ/mol
Orbital gap (spin up / spin down) ... 7.07 / 8.21 eV